Molecular formula: H28O18S
Method: DFT, the ωB97M-V functional and the def2-TZVPD basis

Atoms and positions in Å:
S: -0.06798 -0.17489 0.13962
O: -1.06198 0.03411 -0.81538
O: 1.25202 -0.45589 -0.35038
O: 0.16902 1.05411 0.87562
O: -0.47798 -1.20889 0.97162
O: -3.67698 -0.35089 1.90262
H: -4.61398 -0.12989 1.34562
H: -3.21498 -1.07489 1.67462
O: -0.12598 2.29611 3.25562
H: -0.62098 1.82111 3.96762
H: -0.03698 1.70711 2.57562
O: -2.41798 -1.20789 -2.58638
H: -1.74798 -0.77989 -1.88038
H: -3.15498 -1.27389 -2.15338
O: 1.70402 -2.43189 -2.04138
H: 2.61802 -2.82189 -1.93238
H: 1.76202 -1.58789 -1.50938
O: 0.50502 -3.75189 0.37162
H: 0.12202 -3.09589 0.77462
H: 0.52602 -3.31189 -0.52638
O: -0.35798 1.28311 -3.02038
H: -0.38198 1.17711 -2.10538
H: 0.57602 1.49811 -2.96838
O: -0.07898 -1.40489 3.53862
H: -0.12898 -1.41189 2.52762
H: 0.69302 -0.73689 3.60362
O: -2.49998 -2.65089 1.19362
H: -2.44398 -3.35389 1.74162
H: -1.62798 -2.11389 1.16662
O: 2.67802 2.20411 -2.74738
H: 2.89402 1.88811 -3.63938
H: 2.78502 1.22211 -2.28738
O: -1.55298 2.97611 0.93362
H: -2.04298 2.39911 0.44462
H: -0.97698 2.12811 1.14862
O: -3.05198 1.63111 -1.08938
H: -2.38898 1.03411 -1.07438
H: -2.54798 2.27711 -1.65338
O: 1.70302 3.23611 0.09062
H: 1.10602 3.65611 -0.55338
H: 1.12502 2.45611 0.35862
O: 3.60302 0.30811 -1.23038
H: 2.75202 0.07411 -0.94338
H: 3.90802 -0.47089 -1.82938
O: 3.13702 -0.64389 1.58162
H: 3.19702 -1.61789 1.68262
H: 2.48502 -0.29789 1.07062

Orbital gap = 8.7 eV
HOMO = -3.996 eV
Energy above the lowest of the compared OMol25 structures with the same formula, charge and spin = 7.0678 eV
Charge = -2

---

Molecular formula: C4H9N2O
Method: DFT, the ωB97M-V functional and the def2-TZVPD basis

Atoms and positions in Å:
C: 0.57998 -1.07067 -1.25826
C: 0.30133 -1.38892 -2.54842
C: 1.64536 0.48977 0.21897
N: 1.17330 0.18318 -0.94267
H: 0.27968 -1.68930 -0.39931
H: 0.46620 -0.68072 -3.39662
H: -0.16442 -2.36304 -2.73810
H: 2.00294 1.49763 0.34287
H: 1.62903 -0.25602 0.99845
H: 1.06126 0.91058 -1.65804
C: -1.29981 1.33507 1.75386
N: -1.68954 0.04777 1.98462
O: -0.14322 1.70885 1.92594
H: -2.09165 2.05947 1.42439
H: -2.54128 -0.29654 1.59637
H: -1.20915 -0.48710 2.69593

Orbital gap = 8.9 eV
HOMO = -13.940 eV
Energy above the lowest of the compared OMol25 structures with the same formula, charge and spin = 2.2414 eV
Charge = +1

---

Molecular formula: C27H33FeN5PSe2
Method: DFT, the ωB97M-V functional and the def2-TZVPD basis

Atoms and positions in Å:
Fe: -0.00513 -0.90866 -0.91612
C: 4.22277 0.02448 -2.15880
C: 2.95787 -0.62346 -1.70058
N: 1.84883 -0.65279 -2.31798
C: 1.63828 -0.13041 -3.64656
C: 0.14645 -0.24045 -4.01741
N: -0.54886 -1.20820 -3.17643
C: -1.98619 -1.36432 -3.40036
C: -2.76569 -0.66446 -2.29130
N: -2.26406 -1.02789 -0.96365
C: -2.80467 -2.24944 -0.34878
C: -1.87837 -3.45468 -0.51868
N: -0.52903 -3.02557 -0.23329
C: 0.24066 -3.58644 0.60920
C: -0.10838 -4.78358 1.44148
C: 1.60268 -2.96277 0.68219
C: 2.64395 -3.31571 1.52877
C: 3.85716 -2.65408 1.38406
C: 4.03224 -1.71860 0.37406
C: 2.94563 -1.43868 -0.44326
N: 1.77302 -2.01767 -0.23188
H: 4.03052 0.77963 -2.91659
H: 4.89646 -0.72433 -2.58312
H: 4.73600 0.49754 -1.32213
H: 2.23960 -0.71834 -4.34630
H: 1.96267 0.90946 -3.74181
H: 0.05669 -0.48212 -5.08182
H: -0.34337 0.72366 -3.86266
H: -0.07940 -2.10383 -3.09766
H: -2.23669 -2.42429 -3.46702
H: -2.28063 -0.91775 -4.35405
H: -3.83825 -0.86025 -2.39334
H: -2.60931 0.41095 -2.39685
H: -2.44176 -0.26005 -0.32278
H: -3.79903 -2.48591 -0.73834
H: -2.90499 -2.05121 0.71888
H: -1.89158 -3.80498 -1.55523
H: -2.23461 -4.27529 0.10821
H: -0.30794 -5.64489 0.80244
H: -1.00646 -4.58791 2.02840
H: 0.68887 -5.05343 2.12650
H: 2.53222 -4.07948 2.28368
H: 4.68014 -2.89406 2.04363
H: 4.98994 -1.24086 0.22530
Se: 0.02007 1.75276 -1.01319
P: -0.45372 1.74327 1.11188
Se: -0.48365 -0.30716 1.79729
C: 0.72557 2.75809 2.03332
C: 0.80617 4.11497 1.72386
C: 1.69760 4.92370 2.40700
C: 2.50753 4.38202 3.39811
C: 2.42527 3.03306 3.70616
C: 1.53358 2.21591 3.02380
C: -2.05810 2.53286 1.41574
C: -2.51159 2.60034 2.73277
C: -3.73396 3.18552 3.01172
C: -4.50856 3.70432 1.98013
C: -4.05757 3.63966 0.67150
C: -2.83024 3.05451 0.38581
H: 0.17445 4.53593 0.95012
H: 1.75944 5.97722 2.16927
H: 3.20141 5.01694 3.93308
H: 3.05126 2.61395 4.48288
H: 1.45712 1.16203 3.26017
H: -1.90996 2.19009 3.53556
H: -4.08485 3.23824 4.03371
H: -5.46377 4.16192 2.20121
H: -4.65592 4.05069 -0.13092
H: -2.46583 3.01030 -0.63299

Orbital gap (alpha / beta) = 6.7 / 7.3 eV
HOMO (alpha / beta) = -9.817 / -10.334 eV
Charge = +1
Multiplicity = 5

---

Molecular formula: C4H9NO2
Method: DFT, the ωB97M-V functional and the def2-TZVPD basis

Atoms and positions in Å:
C: -1.41289 -2.10414 -0.02833
C: -0.86767 -0.67780 0.09741
N: -1.39617 0.37812 -0.77569
C: 0.68051 -0.70320 0.01116
C: 1.17555 0.73554 0.16167
O: 1.64198 1.37560 -0.73517
O: 0.79464 1.28896 1.33338
H: -0.81990 -2.69673 -0.73063
H: -2.37199 -2.17359 -0.55237
H: -1.40517 -2.57853 0.94559
H: -1.04269 -0.21226 1.06314
H: -2.34346 0.61735 -0.54882
H: -1.32788 0.10897 -1.75162
H: 1.04721 -1.21762 0.91185
H: 0.94172 -1.21502 -0.91280
H: 0.94255 2.23290 1.19601

Orbital gap = 10.4 eV
HOMO = -9.538 eV
Energy above the lowest of the compared OMol25 structures with the same formula, charge and spin = 0.8414 eV
Charge = 0
Structure (SMILES) = C[C@H](N)CC(=O)O